(1)
ORCA calculation (ωB97M-V with the def2-TZVPD basis set) on a structure of composition CN3O5 in a non-equilibrium geometry.

```
9
Properties=species:S:1:pos:R:3
C -0.3223 -0.8550 -0.5339
N 0.9005 -0.4485 -0.2730
N -1.7356 0.2902 0.1833
N 1.8210 0.3164 0.2596
O -1.5867 1.5216 0.1048
O 2.2445 -0.0276 1.3754
O -0.8280 -1.6924 -1.1769
O -2.7230 -0.3805 0.4315
O 2.2296 1.2759 -0.3708
```

**Charge**: -1
**Energy**: -578.313129 Ha
**HOMO level (alpha / beta)**: -2.474 / -5.911 eV
**LUMO (alpha / beta)**: 3.82 / 1.64 eV
**Gap between HOMO and LUMO (alpha / beta)**: 6.2895 / 7.5482 eV
**⟨S²⟩**: 2.009
**Spin multiplicity**: 3


(2)
ORCA calculation (ωB97M-V with the def2-TZVPD basis set) on a structure of composition C25H15F4N9O3RuS.

```
58
Properties=species:S:1:pos:R:3
Ru -0.1709 1.8368 1.5103
N 5.0631 -3.3537 -0.5235
C 4.5882 -2.1730 -0.0485
C 3.7942 -1.3477 -0.8621
C 3.3022 -0.1570 -0.3779
C 3.6025 0.2480 0.9167
C 4.4249 -0.5381 1.7254
C 4.9077 -1.7369 1.2505
S 2.9258 1.7213 1.5485
O 3.8168 2.3256 2.4836
O 2.3719 2.4824 0.4470
N 1.5219 1.3022 2.3138
C 1.3253 0.5936 3.4805
N 2.3071 0.0531 4.1773
C 1.9291 -0.6054 5.2727
C 0.6038 -0.7346 5.6547
C -0.3444 -0.1429 4.8353
N 0.0062 0.5312 3.7464
H 4.7243 -3.7278 -1.3900
H 5.5564 -3.9793 0.0857
H 3.5829 -1.6470 -1.8801
H 2.7035 0.4829 -1.0141
H 4.6784 -0.2010 2.7198
H 5.5492 -2.3447 1.8759
H 2.7223 -1.0496 5.8628
H 0.3240 -1.2719 6.5478
H -1.4036 -0.2050 5.0535
N -3.2941 4.2150 0.3378
C -2.1544 3.7194 0.7765
O -1.9546 2.4684 0.7352
C -1.0488 4.5776 1.3083
C -0.2459 3.7340 2.3020
H -3.9969 3.5948 -0.0339
H -3.4818 5.2021 0.3802
H -1.4280 5.5189 1.7131
H -0.4322 4.8371 0.4402
H -0.7426 3.7089 3.2746
H 0.7611 4.1260 2.4327
F -2.1155 0.6406 -2.1237
C -2.4530 -0.4747 -2.7671
C -3.4877 -0.4235 -3.6737
F -4.0876 0.7431 -3.8620
C -3.8837 -1.5547 -4.4009
C -3.1714 -2.7335 -4.1665
C -2.1262 -2.7859 -3.2577
F -1.5194 -3.9428 -3.0590
C -1.7392 -1.6587 -2.5306
C -0.6512 -1.7040 -1.5703
C -0.5567 -0.7678 -0.5218
N -0.4552 -0.0296 0.3567
C 0.3558 -2.6822 -1.6075
N 1.2101 -3.4582 -1.6420
F -3.5026 -3.8529 -4.7856
C -4.9924 -1.5040 -5.3490
C -5.1457 -2.4596 -6.3676
N -5.2922 -3.2136 -7.2299
C -5.9741 -0.5000 -5.2841
N -6.8067 0.2984 -5.2362
```

**Charge**: +1
**Energy**: -2572.372669 Ha
**HOMO level (alpha / beta)**: -10.465 / -10.498 eV
**LUMO (alpha / beta)**: -2.63 / -6.67 eV
**Gap between HOMO and LUMO (alpha / beta)**: 7.8374 / 3.8251 eV
**Energy relative to the best compared isomer or geometry (same formula, charge and spin)**: 6.5 kJ/mol
**⟨S²⟩**: 8.811
**Spin multiplicity**: 6


(3)
ORCA calculation (ωB97M-V with the def2-TZVPD basis set) on the ion C7H12N3S with charge +1 in a non-equilibrium geometry.

```
23
Properties=species:S:1:pos:R:3
C -2.1624 -2.4892 -0.6709
N -1.3779 -1.9778 -1.7874
C -1.4457 -0.3712 -1.8525
C -1.1046 0.8227 -0.7330
S -2.2731 1.9568 -0.4556
N 0.1062 0.7340 -0.0500
C 0.8873 -0.3792 0.1073
C 1.8717 -0.1009 1.0092
N 1.8180 1.2759 1.2226
C 2.6868 1.9729 2.1551
C 0.7006 1.7273 0.6808
H -1.8975 -1.9374 0.1592
H -3.2632 -2.2681 -0.8015
H -1.8080 -3.5966 -0.6053
H -1.8470 -2.3101 -2.6888
H -0.6595 -0.0325 -2.7049
H -2.5246 -0.0250 -2.0903
H 0.6073 -1.1700 -0.5254
H 2.6438 -0.7859 1.2797
H 2.6341 3.0287 2.1568
H 2.3787 1.5704 3.1044
H 3.6158 1.6644 1.9563
H 0.4133 2.6908 1.1343
```

**Charge**: +1
**Energy**: -836.032409 Ha
**HOMO level**: -12.517 eV
**LUMO**: -4.85 eV
**Gap between HOMO and LUMO**: 7.6687 eV
**Energy relative to the best compared isomer or geometry (same formula, charge and spin)**: 302.2 kJ/mol
**Structure (SMILES)**: CNCC(=S)[n+]1ccn(C)c1